(1)
{
  "formula": "C31H33N5O7PdSi",
  "method": "wB97M-V/def2-TZVPD",
  "species": ["Pd", "C", "N", "C", "C", "C", "C", "C", "C", "C", "N", "C", "C", "C", "C", "C", "C", "N", "C", "C", "H", "H", "H", "H", "H", "H", "H", "H", "H", "H", "H", "H", "H", "H", "H", "H", "H", "H", "H", "H", "O", "C", "O", "C", "C", "C", "C", "C", "C", "O", "N", "O", "O", "N", "O", "O", "H", "H", "C", "Si", "C", "C", "C", "C", "C", "C", "C", "H", "H", "H", "H", "H", "H", "H", "H", "H", "H", "H"],
  "xyz": [[-0.2873, -0.1285, -0.0383], [-0.3967, 1.3114, 2.6903], [0.1206, 0.0051, 2.2204], [-0.5333, -1.0657, 2.9919], [1.5714, 0.0179, 2.3075], [2.2033, -0.0254, 3.5387], [3.5582, 0.2374, 3.6517], [4.2639, 0.6264, 2.5199], [3.6577, 0.6280, 1.2810], [2.3219, 0.2118, 1.1288], [1.7156, -0.0208, -0.0717], [2.2821, -0.1809, -1.3193], [3.5911, -0.6434, -1.5389], [4.0917, -0.7955, -2.8177], [3.3020, -0.4988, -3.9194], [1.9869, -0.1146, -3.7196], [1.4638, 0.0060, -2.4443], [0.0639, 0.3631, -2.2426], [-0.1643, 1.7711, -2.6080], [-0.8742, -0.4758, -3.0209], [-0.2572, 1.3933, 3.7720], [-1.4581, 1.3827, 2.4540], [0.1392, 2.1248, 2.2158], [-0.5313, -0.8478, 4.0621], [-0.0286, -2.0135, 2.8235], [-1.5691, -1.1384, 2.6610], [1.6274, -0.2269, 4.4335], [4.0381, 0.1918, 4.6192], [5.3013, 0.9225, 2.6036], [4.1974, 0.9623, 0.4079], [4.1985, -0.9217, -0.6904], [5.1038, -1.1526, -2.9567], [3.6956, -0.5905, -4.9224], [1.3621, 0.0838, -4.5820], [0.0333, 1.9082, -3.6752], [0.4936, 2.4230, -2.0483], [-1.2032, 2.0339, -2.4122], [-0.8891, -0.1782, -4.0732], [-1.8772, -0.3403, -2.6156], [-0.5985, -1.5204, -2.9582], [-4.3618, 0.9067, -0.4053], [-3.1814, 1.0714, -0.1480], [-2.3504, 0.1187, 0.1006], [-2.6825, 2.5239, -0.0605], [-3.6348, 3.5225, -0.1088], [-3.2825, 4.8630, -0.0529], [-1.9445, 5.2400, 0.0340], [-1.0004, 4.2593, 0.0612], [-1.3025, 2.8550, 0.0498], [-0.3251, 2.0364, 0.1722], [0.4204, 4.5812, 0.2143], [0.8172, 4.8559, 1.3254], [1.1132, 4.5822, -0.7833], [-4.2997, 5.8894, -0.0741], [-3.9372, 7.0564, -0.0427], [-5.4667, 5.5428, -0.1261], [-4.6782, 3.2546, -0.1889], [-1.6763, 6.2866, 0.0746], [1.5644, -3.1231, 0.9295], [-0.0240, -2.5663, 0.0311], [-1.5014, -3.4142, 0.8667], [0.1269, -3.3167, -1.6982], [-0.9603, -3.9344, -2.3224], [-0.8448, -4.4603, -3.5990], [0.3560, -4.3613, -4.2893], [1.4476, -3.7528, -3.6843], [1.3327, -3.2380, -2.4034], [1.4886, -4.1972, 1.1106], [1.7322, -2.6282, 1.8874], [2.4494, -2.9454, 0.3165], [-1.4769, -4.4713, 0.5973], [-2.4498, -2.9879, 0.5335], [-1.4609, -3.3347, 1.9522], [-1.9077, -4.0154, -1.8017], [-1.6935, -4.9465, -4.0633], [0.4459, -4.7681, -5.2881], [2.3925, -3.6818, -4.2082], [2.1941, -2.7663, -1.9466]],
  "atomic_forces_ev_per_a": [[1.2, 1.9, 0.7], [-0.3, 0.4, 0.2], [-0.3, -0.5, -1.1], [-0.2, -0.1, 0.1], [0.4, 0.0, -0.1], [-0.1, 0.0, 0.1], [0.0, 0.0, 0.0], [0.0, -0.1, 0.1], [-0.2, -0.1, -0.2], [0.1, 0.0, 0.6], [-1.7, -0.6, -0.2], [0.1, 0.0, -0.5], [-0.1, 0.1, 0.2], [-0.1, 0.0, -0.1], [0.0, 0.0, 0.0], [-0.1, -0.1, -0.2], [0.4, 0.0, 0.1], [-0.4, -1.0, 0.9], [-0.1, 0.4, 0.1], [-0.2, 0.0, -0.3], [0.0, -0.3, 0.0], [0.0, 0.0, 0.0], [0.0, -0.1, 0.0], [0.1, 0.1, 0.0], [0.0, 0.1, 0.0], [0.0, 0.1, 0.0], [0.0, 0.0, 0.0], [0.0, 0.0, 0.0], [0.0, 0.0, 0.0], [0.1, -0.1, 0.0], [0.0, 0.1, 0.0], [0.0, 0.0, 0.0], [0.0, 0.0, 0.0], [-0.1, 0.0, 0.0], [0.0, -0.2, 0.0], [0.0, 0.0, 0.1], [0.0, 0.0, 0.0], [0.1, 0.1, 0.0], [0.0, 0.0, 0.0], [0.0, 0.1, 0.0], [0.3, -0.4, 0.1], [-0.3, 1.6, -0.1], [0.8, -1.7, 0.0], [0.3, -0.7, -0.1], [-0.2, 0.4, 0.0], [0.4, -0.5, 0.0], [0.1, 0.3, 0.0], [-0.4, -0.9, 0.1], [0.0, 0.5, 0.2], [0.1, 0.3, -0.5], [0.1, 0.5, -0.2], [0.0, -0.1, 0.2], [0.0, -0.2, -0.1], [-0.3, 0.3, -0.1], [0.0, -0.2, 0.0], [0.1, 0.0, 0.0], [0.0, -0.1, 0.0], [0.0, 0.0, 0.0], [-0.3, 0.6, -0.1], [0.4, -0.9, 0.0], [0.0, 0.7, -0.1], [0.0, 0.4, 0.2], [0.0, -0.1, 0.2], [-0.1, 0.0, -0.1], [0.1, 0.0, 0.1], [0.0, -0.1, -0.1], [0.0, -0.1, 0.2], [-0.1, 0.0, -0.1], [0.0, 0.0, 0.0], [0.0, 0.0, 0.0], [0.1, 0.0, -0.1], [0.0, 0.0, 0.0], [0.0, -0.1, -0.1], [0.0, 0.0, 0.0], [0.0, 0.0, 0.0], [0.0, 0.0, 0.0], [0.0, 0.0, 0.0], [0.0, 0.0, -0.1]],
  "homo_energy_ev": [-8.0, -8.0],
  "e_above_lowest_kj_mol": 163.41,
  "charge": 0,
  "fmax_ha_per_bohr": 0.0460,
  "energy_ev": -65817.276
}

(2)
{
  "formula": "C7H11N5O2",
  "method": "wB97M-V/def2-TZVPD",
  "species": ["C", "C", "C", "C", "C", "C", "C", "N", "N", "N", "N", "N", "O", "O", "H", "H", "H", "H", "H", "H", "H", "H", "H", "H", "H"],
  "xyz": [[-2.8890, 2.0202, 0.1638], [1.8067, 0.0386, 1.0355], [2.2031, -1.4660, 0.6730], [0.5092, 0.2550, 0.1465], [0.8413, -2.1245, 0.6445], [-1.3404, -1.3223, 0.1040], [-2.4473, 0.8788, -0.7561], [-1.9038, -2.5578, 0.1916], [-2.4164, -0.4688, -0.1932], [-3.2527, -2.4314, 0.0667], [-3.6076, -1.2461, -0.1690], [-0.0284, -1.1020, 0.0960], [-2.8490, 1.6228, 1.4673], [-3.1398, 3.1411, -0.2132], [1.4266, 0.1344, 2.0865], [2.6433, 0.7072, 0.7823], [2.6479, -1.3174, -0.4522], [2.9729, -1.8110, 1.2915], [-0.3269, 0.9361, 0.2704], [0.9086, 0.4031, -0.9834], [0.7693, -2.9073, -0.0092], [0.5958, -2.4972, 1.6856], [-3.2152, 0.8543, -1.4327], [-1.4784, 0.9871, -1.2770], [-3.1502, 0.7352, 1.4902]],
  "atomic_forces_ev_per_a": [[1.0, 0.6, 0.4], [-1.3, -0.3, 0.1], [-0.6, 3.6, -3.6], [2.7, -1.0, -3.3], [1.1, 0.5, 2.0], [-2.3, -1.6, -0.8], [1.3, -1.3, 0.7], [-1.2, 0.1, 0.4], [0.2, 2.2, 0.3], [4.4, -8.1, 1.5], [-1.1, 7.8, -1.3], [-1.3, 0.5, 1.3], [-0.3, 2.5, -0.3], [0.4, -1.6, 0.6], [0.9, -0.1, -0.6], [-0.6, 0.0, 0.4], [-1.0, -0.8, 2.6], [0.8, -0.9, 0.9], [0.8, 0.4, 0.9], [-0.8, 0.2, 2.3], [0.0, -2.4, -1.4], [-0.3, 0.7, -1.1], [-1.7, -0.1, -2.4], [-0.7, 0.8, 0.2], [-0.2, -1.8, 0.2]],
  "homo_energy_ev": [-5.0, -9.9],
  "multiplicity": 3,
  "s2": 2.013,
  "charge": 0,
  "fmax_ha_per_bohr": 0.1811,
  "energy_ev": -18975.782
}

(3)
{
  "formula": "CBrCl2NO2",
  "method": "wB97M-V/def2-TZVPD",
  "species": ["C", "N", "O", "O", "Cl", "Cl", "Br"],
  "xyz": [[-0.3710, -0.6654, -0.0180], [-0.3860, 0.7813, 0.0180], [-0.3028, 1.3467, -1.0449], [-0.5086, 1.2866, 1.1072], [-0.3956, -1.4047, -1.5175], [-0.6942, -1.4850, 1.3950], [2.6583, 0.1405, 0.0603]],
  "atomic_forces_ev_per_a": [[2.1, -1.4, -0.2], [-0.1, 1.7, -0.1], [-0.2, 0.0, -0.1], [-0.1, 0.0, 0.2], [-0.2, 0.2, 0.7], [0.0, 0.2, -0.5], [-1.4, -0.6, 0.0]],
  "homo_energy_ev": [-9.6, -9.6],
  "e_above_lowest_kj_mol": 242.00,
  "charge": 0,
  "fmax_ha_per_bohr": 0.0487,
  "energy_ev": -101703.176
}

Copy entry 2 word for word.
{
  "formula": "C7H11N5O2",
  "method": "wB97M-V/def2-TZVPD",
  "species": ["C", "C", "C", "C", "C", "C", "C", "N", "N", "N", "N", "N", "O", "O", "H", "H", "H", "H", "H", "H", "H", "H", "H", "H", "H"],
  "xyz": [[-2.8890, 2.0202, 0.1638], [1.8067, 0.0386, 1.0355], [2.2031, -1.4660, 0.6730], [0.5092, 0.2550, 0.1465], [0.8413, -2.1245, 0.6445], [-1.3404, -1.3223, 0.1040], [-2.4473, 0.8788, -0.7561], [-1.9038, -2.5578, 0.1916], [-2.4164, -0.4688, -0.1932], [-3.2527, -2.4314, 0.0667], [-3.6076, -1.2461, -0.1690], [-0.0284, -1.1020, 0.0960], [-2.8490, 1.6228, 1.4673], [-3.1398, 3.1411, -0.2132], [1.4266, 0.1344, 2.0865], [2.6433, 0.7072, 0.7823], [2.6479, -1.3174, -0.4522], [2.9729, -1.8110, 1.2915], [-0.3269, 0.9361, 0.2704], [0.9086, 0.4031, -0.9834], [0.7693, -2.9073, -0.0092], [0.5958, -2.4972, 1.6856], [-3.2152, 0.8543, -1.4327], [-1.4784, 0.9871, -1.2770], [-3.1502, 0.7352, 1.4902]],
  "atomic_forces_ev_per_a": [[1.0, 0.6, 0.4], [-1.3, -0.3, 0.1], [-0.6, 3.6, -3.6], [2.7, -1.0, -3.3], [1.1, 0.5, 2.0], [-2.3, -1.6, -0.8], [1.3, -1.3, 0.7], [-1.2, 0.1, 0.4], [0.2, 2.2, 0.3], [4.4, -8.1, 1.5], [-1.1, 7.8, -1.3], [-1.3, 0.5, 1.3], [-0.3, 2.5, -0.3], [0.4, -1.6, 0.6], [0.9, -0.1, -0.6], [-0.6, 0.0, 0.4], [-1.0, -0.8, 2.6], [0.8, -0.9, 0.9], [0.8, 0.4, 0.9], [-0.8, 0.2, 2.3], [0.0, -2.4, -1.4], [-0.3, 0.7, -1.1], [-1.7, -0.1, -2.4], [-0.7, 0.8, 0.2], [-0.2, -1.8, 0.2]],
  "homo_energy_ev": [-5.0, -9.9],
  "multiplicity": 3,
  "s2": 2.013,
  "charge": 0,
  "fmax_ha_per_bohr": 0.1811,
  "energy_ev": -18975.782
}

Repeat the second record exactly.
{
  "formula": "C7H11N5O2",
  "method": "wB97M-V/def2-TZVPD",
  "species": ["C", "C", "C", "C", "C", "C", "C", "N", "N", "N", "N", "N", "O", "O", "H", "H", "H", "H", "H", "H", "H", "H", "H", "H", "H"],
  "xyz": [[-2.8890, 2.0202, 0.1638], [1.8067, 0.0386, 1.0355], [2.2031, -1.4660, 0.6730], [0.5092, 0.2550, 0.1465], [0.8413, -2.1245, 0.6445], [-1.3404, -1.3223, 0.1040], [-2.4473, 0.8788, -0.7561], [-1.9038, -2.5578, 0.1916], [-2.4164, -0.4688, -0.1932], [-3.2527, -2.4314, 0.0667], [-3.6076, -1.2461, -0.1690], [-0.0284, -1.1020, 0.0960], [-2.8490, 1.6228, 1.4673], [-3.1398, 3.1411, -0.2132], [1.4266, 0.1344, 2.0865], [2.6433, 0.7072, 0.7823], [2.6479, -1.3174, -0.4522], [2.9729, -1.8110, 1.2915], [-0.3269, 0.9361, 0.2704], [0.9086, 0.4031, -0.9834], [0.7693, -2.9073, -0.0092], [0.5958, -2.4972, 1.6856], [-3.2152, 0.8543, -1.4327], [-1.4784, 0.9871, -1.2770], [-3.1502, 0.7352, 1.4902]],
  "atomic_forces_ev_per_a": [[1.0, 0.6, 0.4], [-1.3, -0.3, 0.1], [-0.6, 3.6, -3.6], [2.7, -1.0, -3.3], [1.1, 0.5, 2.0], [-2.3, -1.6, -0.8], [1.3, -1.3, 0.7], [-1.2, 0.1, 0.4], [0.2, 2.2, 0.3], [4.4, -8.1, 1.5], [-1.1, 7.8, -1.3], [-1.3, 0.5, 1.3], [-0.3, 2.5, -0.3], [0.4, -1.6, 0.6], [0.9, -0.1, -0.6], [-0.6, 0.0, 0.4], [-1.0, -0.8, 2.6], [0.8, -0.9, 0.9], [0.8, 0.4, 0.9], [-0.8, 0.2, 2.3], [0.0, -2.4, -1.4], [-0.3, 0.7, -1.1], [-1.7, -0.1, -2.4], [-0.7, 0.8, 0.2], [-0.2, -1.8, 0.2]],
  "homo_energy_ev": [-5.0, -9.9],
  "multiplicity": 3,
  "s2": 2.013,
  "charge": 0,
  "fmax_ha_per_bohr": 0.1811,
  "energy_ev": -18975.782
}